(1)
Computed, not measured: a structure of composition C38H53CeN4OP2 at a distorted geometry, with the ωB97M-V functional and the def2-TZVPD basis.

Computed properties:
Gap between HOMO and LUMO (alpha / beta) (Eh): 0.1335 / 0.1340
ΔE to the lowest compared entry with this formula, charge and spin (kJ/mol): 537.0

```
! wB97M-V def2-TZVPD RIJCOSX def2/J DEFGRID3
* xyz 3 1
C 1.282 2.462 0.563
C 0.536 1.354 2.561
C 1.853 3.474 1.302
C 1.177 2.335 3.312
C 1.822 3.392 2.691
H 2.345 4.291 0.768
H 1.129 2.264 4.399
H 2.299 4.161 3.296
N 0.667 1.427 1.189
P 1.675 0.673 -1.568
P -1.478 -0.596 2.161
C 1.354 2.421 -0.968
H 0.400 2.761 -1.405
H 2.138 3.098 -1.328
C -1.083 -1.660 -1.160
O -1.661 -2.435 -1.830
C -0.307 0.325 3.128
H -0.425 0.357 4.214
C -3.100 0.405 2.159
C -1.686 -2.294 2.871
C 1.338 0.585 -3.397
C 3.444 0.357 -1.043
C -3.976 -0.020 0.947
H -4.431 -1.005 1.103
H -4.792 0.710 0.826
H -3.411 -0.056 0.013
C -3.889 0.209 3.454
H -4.302 -0.798 3.569
H -3.288 0.458 4.335
H -4.747 0.906 3.439
C -2.709 1.891 2.074
H -3.593 2.483 1.809
H -2.329 2.238 3.043
H -1.930 2.091 1.338
C -2.900 -2.977 2.205
H -2.814 -2.979 1.108
H -2.936 -4.024 2.540
H -3.847 -2.507 2.484
C -0.451 -3.147 2.584
H -0.358 -3.409 1.521
H 0.477 -2.641 2.894
H -0.517 -4.086 3.148
C -1.837 -2.191 4.384
H -2.703 -1.602 4.699
H -1.971 -3.209 4.786
H -0.940 -1.768 4.845
C 3.900 -0.993 -1.638
H 4.893 -1.236 -1.233
H 3.226 -1.818 -1.373
H 3.991 -0.948 -2.730
C 3.587 0.317 0.494
H 3.429 1.301 0.948
H 2.906 -0.392 0.984
H 4.611 -0.009 0.730
C 4.358 1.483 -1.531
H 5.386 1.243 -1.211
H 4.378 1.593 -2.620
H 4.100 2.447 -1.082
C -0.056 1.176 -3.685
H -0.131 2.235 -3.417
H -0.249 1.087 -4.763
H -0.842 0.620 -3.160
C 1.304 -0.905 -3.815
H 0.559 -1.468 -3.231
H 1.012 -0.961 -4.874
H 2.275 -1.399 -3.704
C 2.392 1.348 -4.198
H 2.492 2.392 -3.876
H 3.377 0.866 -4.166
H 2.080 1.361 -5.259
Ce -0.077 -0.392 -0.003
N -1.502 1.182 -0.814
C -2.187 2.035 -1.212
C -2.987 3.040 -1.633
C -3.661 2.962 -2.883
C -3.162 4.194 -0.822
C -4.481 4.008 -3.296
H -3.527 2.071 -3.504
C -3.985 5.230 -1.255
H -2.644 4.248 0.141
C -4.645 5.143 -2.488
H -4.998 3.941 -4.257
H -4.115 6.114 -0.624
H -5.291 5.961 -2.820
N 3.022 -3.513 1.674
C 2.338 -2.380 1.693
N 1.557 -2.237 0.604
C 1.760 -3.398 -0.187
C 1.263 -3.816 -1.413
C 1.698 -5.046 -1.896
C 2.603 -5.828 -1.202
C 3.126 -5.417 0.020
C 2.679 -4.207 0.480
H 3.685 -3.898 2.359
H 2.405 -1.705 2.515
H 0.562 -3.210 -1.969
H 1.304 -5.380 -2.859
H 2.929 -6.784 -1.603
H 3.834 -5.980 0.600
*
```

In elementary charge units, the Löwdin charges are: -0.328 -0.336 -0.021 0.002 0.000 0.135 0.135 0.135 -0.089 1.079 1.013 -0.188 0.079 0.103 -0.216 0.266 -0.203 0.090 -0.617 -0.660 -0.651 -0.627 -0.064 0.079 0.107 0.042 -0.070 0.078 0.094 0.117 -0.083 0.101 0.101 0.040 -0.055 0.081 0.113 0.073 -0.084 0.080 0.063 0.117 -0.060 0.071 0.116 0.089 -0.052 0.112 0.064 0.082 -0.059 0.086 0.032 0.118 -0.059 0.118 0.072 0.085 -0.076 0.089 0.114 0.061 -0.051 0.053 0.117 0.080 -0.058 0.099 0.082 0.117 0.720 0.095 -0.073 -0.202 0.019 0.015 -0.022 0.131 -0.022 0.125 0.005 0.133 0.132 0.137 0.194 -0.171 -0.031 -0.241 -0.024 -0.038 -0.034 0.029 -0.162 0.201 0.149 0.065 0.131 0.131 0.131

---

(2)
Computed, not measured: a cluster of 3 separate species, C50H36FIO8 in total at a distorted geometry, with the ωB97M-V functional and the def2-TZVPD basis.

Computed properties:
Gap between HOMO and LUMO (Eh): 0.2807
SMILES: CCOCc1ccc2c(c1)C(=O)c1cc(C[C@H](C)F)cc(CC(=O)I)c1C2=O.O=C1c2ccccc2C(=O)c2ccccc21.O=C1c2ccccc2C(=O)c2ccccc21

```
! wB97M-V def2-TZVPD RIJCOSX def2/J DEFGRID3
* xyz 0 1
C -7.082 -4.783 10.064
C -8.173 -4.026 9.128
O -7.413 -3.323 8.115
C -8.052 -3.354 6.817
C -6.860 -3.519 5.730
C -6.285 -4.964 5.555
C -5.147 -5.185 4.504
C -4.593 -4.003 3.673
C -5.176 -2.576 3.908
C -6.327 -2.309 4.919
C -4.572 -1.364 3.086
O -5.107 -0.218 3.057
C -3.205 -1.637 2.292
C -2.452 -0.375 1.791
C -1.106 -0.469 0.976
C -0.444 0.915 0.551
C 1.005 0.798 -0.127
C 0.899 0.528 -1.730
F 1.917 -0.101 0.537
C -0.560 -1.882 0.679
C -1.291 -3.176 1.195
C -0.648 -4.609 0.893
C -1.052 -5.228 -0.527
O -0.306 -4.964 -1.503
I -2.764 -6.511 -0.887
C -2.629 -3.058 2.012
C -3.431 -4.294 2.592
O -3.228 -5.505 2.313
H -6.278 -4.056 10.436
H -6.520 -5.598 9.469
H -7.626 -5.246 10.960
H -8.888 -4.820 8.726
H -8.703 -3.261 9.800
H -8.789 -4.213 6.667
H -8.583 -2.359 6.640
H -6.695 -5.824 6.203
H -4.745 -6.255 4.394
H -6.786 -1.267 5.085
H -2.880 0.671 2.014
H -0.320 1.607 1.470
H -1.143 1.426 -0.192
H 1.483 1.849 -0.049
H 1.859 0.951 -2.209
H 0.705 -0.564 -1.985
H 0.057 1.239 -2.082
H 0.411 -2.009 0.102
H 0.494 -4.447 0.863
H -0.825 -5.373 1.736
O 3.248 9.474 -1.022
C 2.664 8.428 -0.797
C 1.189 8.401 -0.677
C 0.462 9.581 -0.844
C -0.927 9.557 -0.773
C -1.594 8.357 -0.535
C -0.872 7.184 -0.351
C 0.522 7.204 -0.415
C 1.282 5.953 -0.200
O 0.702 4.917 0.082
C 2.756 5.975 -0.339
C 3.482 4.794 -0.174
C 4.862 4.799 -0.336
C 5.523 5.981 -0.664
C 4.804 7.162 -0.815
C 3.419 7.163 -0.648
H 0.976 10.517 -1.035
H -1.491 10.475 -0.907
H -2.678 8.338 -0.492
H -1.397 6.253 -0.162
H 2.972 3.869 0.076
H 5.425 3.879 -0.211
H 6.600 5.981 -0.799
H 5.326 8.080 -1.067
O 7.026 -0.972 -4.519
C 6.110 -1.388 -5.208
C 6.292 -1.583 -6.664
C 7.530 -1.307 -7.247
C 7.722 -1.526 -8.607
C 6.680 -2.020 -9.389
C 5.440 -2.279 -8.814
C 5.242 -2.055 -7.452
C 3.914 -2.317 -6.853
O 2.982 -2.678 -7.551
C 3.737 -2.141 -5.394
C 2.499 -2.420 -4.812
C 2.332 -2.290 -3.437
C 3.400 -1.882 -2.640
C 4.631 -1.590 -3.219
C 4.800 -1.714 -4.599
H 8.347 -0.927 -6.642
H 8.686 -1.315 -9.058
H 6.834 -2.202 -10.448
H 4.631 -2.660 -9.430
H 1.665 -2.742 -5.427
H 1.370 -2.511 -2.986
H 3.272 -1.790 -1.565
H 5.457 -1.271 -2.593
*
```

In elementary charge units, the Löwdin charges are: -0.096 -0.253 -0.194 -0.187 -0.107 0.012 0.013 -0.032 -0.039 0.061 -0.260 0.025 -0.026 0.058 -0.113 -0.119 -0.315 -0.045 -0.078 0.058 -0.068 -0.151 -0.755 -0.083 0.823 0.007 -0.248 -0.043 0.080 0.078 0.076 0.117 0.124 0.123 0.126 0.109 0.109 0.122 0.120 0.136 0.125 0.129 0.090 0.060 0.092 0.099 0.129 0.119 0.105 -0.279 -0.083 0.004 -0.056 -0.056 0.002 -0.085 -0.278 0.088 -0.083 0.003 -0.054 -0.054 0.005 -0.083 0.122 0.108 0.108 0.120 0.105 0.110 0.109 0.122 0.100 -0.280 -0.085 0.002 -0.059 -0.058 0.003 -0.085 -0.280 0.103 -0.084 0.012 -0.064 -0.060 0.007 -0.085 0.121 0.107 0.107 0.121 0.124 0.098 0.105 0.121

---

(3)
Computed, not measured: the molecule CH2N2O3 at a distorted geometry, with the ωB97M-V functional and the def2-TZVPD basis.

Computed properties:
Gap between HOMO and LUMO (Eh): 0.4045
SMILES: O=[N+]([O-])N1CO1
ΔE to the lowest compared entry with this formula, charge and spin (kJ/mol): 452.8

```
! wB97M-V def2-TZVPD RIJCOSX def2/J DEFGRID3
* xyz 0 1
O -2.521 -2.099 -0.152
N -1.368 -2.134 -0.455
O -0.575 -2.993 -0.504
N -0.896 -0.704 -1.107
C 0.084 -0.038 -0.323
O 0.413 -0.837 -1.415
H 0.095 0.991 -0.425
H 0.346 -0.263 0.759
*
```

In elementary charge units, the Löwdin charges are: 0.100 -0.379 0.136 0.051 -0.139 -0.002 0.085 0.149